Record 1
240
Properties=species:S:1:pos:R:3 method="wB97M-V/def2-TZVPD" smiles=CC1(C)CCCC(C)(C)N1O.CC1(C)CCCC(C)(C)N1O.CC1(C)CCCC(C)(C)N1O.CC1(C)CCCC(C)(C)N1O.CC1(C)CCCC(C)(C)N1O.CC1(C)CCCC(C)(C)N1O.CC1(C)CCCC(C)(C)N1O.CC1(C)CCCC(C)(C)N1O orbital_gap_ev=8.41 relative_energy_kj_mol=190.05 energy_ha=-3874.1267 fmax_ev_per_a=2.29 homo_energy_ev=-8.04
C -3.69485 21.39750 -29.12932
C -4.76520 20.41477 -28.62766
C -4.27387 19.78077 -27.31297
C -5.34750 19.05305 -26.48899
C -6.53827 19.99580 -26.22086
C -7.07549 20.59707 -27.54922
N -6.01820 21.10308 -28.39137
O -6.47845 21.85718 -29.47267
C -7.94274 19.48683 -28.20710
C -8.01151 21.71719 -27.12518
C -4.87170 19.24780 -29.63665
H -4.09944 22.27122 -29.63666
H -3.02943 20.93775 -29.85759
H -3.10848 21.71690 -28.26607
H -3.43449 19.11301 -27.50202
H -3.96071 20.60572 -26.66422
H -4.94021 18.73536 -25.52489
H -5.71058 18.10554 -26.89592
H -6.19389 20.73405 -25.49344
H -7.33377 19.41439 -25.75223
H -8.33226 19.78429 -29.18060
H -7.39395 18.54786 -28.26851
H -8.79978 19.30441 -27.55458
H -8.47955 22.23806 -27.95878
H -8.77069 21.28295 -26.45937
H -7.64997 22.40757 -26.35301
H -5.24361 18.31172 -29.19658
H -3.90650 18.94130 -30.03915
H -5.62726 19.38544 -30.41488
H -6.40044 22.78357 -29.21254
C -10.17878 30.28783 -18.95174
C -9.31433 29.14997 -18.40384
C -8.85657 29.55607 -16.99240
C -8.38528 28.42513 -16.08498
C -9.45381 27.31845 -15.99947
C -9.90374 26.83369 -17.38617
N -10.22164 28.00789 -18.20490
O -10.84153 27.60547 -19.40774
C -8.83280 25.90650 -18.02433
C -11.16322 25.97703 -17.19248
C -8.18188 28.91508 -19.40772
H -10.61184 30.05844 -19.92847
H -9.53577 31.13660 -19.21188
H -10.94160 30.65460 -18.26647
H -8.02700 30.26538 -17.13822
H -9.51918 30.27158 -16.49877
H -8.34856 28.70518 -15.02913
H -7.40869 28.04370 -16.37878
H -10.26395 27.60472 -15.32725
H -8.96830 26.49910 -15.45764
H -8.87915 26.03770 -19.10932
H -7.80130 26.24438 -17.88377
H -9.00222 24.87742 -17.72327
H -11.43472 25.43281 -18.09897
H -11.01886 25.15414 -16.47980
H -12.00089 26.48420 -16.70978
H -8.66312 28.53749 -20.31056
H -7.40742 28.28033 -18.97831
H -7.73766 29.87389 -19.67741
H -11.74914 27.93173 -19.33909
C -5.82232 21.14364 -20.03004
C -5.91522 20.86722 -21.54333
C -4.86472 21.68114 -22.35728
C -3.46312 21.29346 -21.98751
C -3.26851 19.83302 -22.38280
C -4.30926 18.90041 -21.74362
N -5.64962 19.47684 -21.88772
O -6.69721 18.60702 -21.51037
C -4.30187 17.58130 -22.52037
C -3.95270 18.42273 -20.30934
C -7.29480 21.23931 -22.08318
H -6.43483 20.41715 -19.48994
H -6.17502 22.15275 -19.80461
H -4.81804 21.10098 -19.61339
H -5.12271 21.46045 -23.39681
H -5.05623 22.74977 -22.22352
H -3.29149 21.39256 -20.91122
H -2.72858 22.00695 -22.36952
H -2.28987 19.49638 -22.02391
H -3.22773 19.62644 -23.45395
H -4.55406 17.70469 -23.58063
H -3.35817 17.02579 -22.59689
H -4.94156 16.75613 -22.19586
H -4.79981 17.82020 -19.96652
H -3.09950 17.74949 -20.33287
H -3.85147 19.20127 -19.55225
H -8.06258 20.98871 -21.35418
H -7.40437 20.79690 -23.07571
H -7.38117 22.29947 -22.34074
H -6.72168 18.67729 -20.54033
C -11.60021 23.37435 -28.69664
C -12.30500 22.32917 -29.56031
C -11.48166 21.02490 -29.50146
C -11.68903 20.14055 -28.30035
C -13.16195 19.90361 -28.01097
C -13.97990 21.20411 -27.95663
N -13.67691 22.02019 -29.12325
O -14.55308 23.13426 -29.24064
C -15.42352 20.75495 -27.93585
C -13.65724 21.91927 -26.62944
C -12.36105 22.84138 -30.99763
H -10.80069 23.92948 -29.18889
H -11.14396 22.89764 -27.82319
H -12.26532 24.12528 -28.26147
H -11.66928 20.41308 -30.39122
H -10.42659 21.30669 -29.57804
H -11.11236 20.53756 -27.45283
H -11.19973 19.16574 -28.40006
H -13.16033 19.39333 -27.04332
H -13.54661 19.19698 -28.74967
H -15.61672 20.02252 -27.15544
H -16.10399 21.59354 -27.76229
H -15.65428 20.36118 -28.92922
H -12.60937 22.15412 -26.42730
H -14.18604 22.87043 -26.53926
H -13.93121 21.27944 -25.78400
H -13.03233 23.70025 -31.03307
H -12.71209 22.13241 -31.74784
H -11.35902 23.17783 -31.26623
H -15.18758 22.79063 -29.87830
C -10.14448 26.46833 -23.14230
C -11.39249 25.64956 -23.55960
C -10.98930 24.72602 -24.72861
C -10.31615 23.39661 -24.29789
C -11.04347 22.70744 -23.15546
C -11.30914 23.61772 -21.93217
N -11.89180 24.83508 -22.45269
O -12.39645 25.62456 -21.38517
C -12.20338 22.83352 -20.97908
C -9.92276 23.86228 -21.27405
C -12.51486 26.55927 -24.05871
H -9.27740 25.80712 -23.13171
H -10.33199 26.89921 -22.15773
H -9.92009 27.23296 -23.88528
H -11.79487 24.49590 -25.42132
H -10.16505 25.22570 -25.24313
H -9.25737 23.49301 -24.04736
H -10.38076 22.65750 -25.10172
H -10.59666 21.79913 -22.74862
H -12.03408 22.45695 -23.55005
H -11.74923 21.92298 -20.58512
H -12.42244 23.43890 -20.09732
H -13.12902 22.53956 -21.47700
H -9.10732 23.81466 -21.99451
H -9.80845 24.74014 -20.63797
H -9.73705 22.99683 -20.62834
H -13.20178 26.85477 -23.26538
H -13.16551 26.14764 -24.83323
H -12.05908 27.43586 -24.52537
H -11.59443 25.89992 -20.89980
C -10.20675 16.25323 -22.95269
C -10.80019 17.46367 -22.23316
C -10.03869 18.73085 -22.69534
C -10.52688 19.19731 -24.06774
C -12.02150 19.46243 -24.01617
C -12.76138 18.18222 -23.64692
N -12.25015 17.62093 -22.39834
O -12.98512 16.49918 -21.99130
C -14.21805 18.63815 -23.46619
C -12.79143 17.18368 -24.83751
C -10.47261 17.27313 -20.76009
H -10.13830 16.35803 -24.03505
H -10.74288 15.32659 -22.72598
H -9.21085 16.02008 -22.56639
H -10.16916 19.53284 -21.96231
H -8.97431 18.52187 -22.80125
H -10.21791 18.39046 -24.74012
H -9.90593 20.03586 -24.40170
H -12.37264 19.83271 -24.98066
H -12.22076 20.19087 -23.22949
H -14.81781 17.78071 -23.14443
H -14.34740 19.33840 -22.63604
H -14.59864 19.06517 -24.39022
H -13.46742 17.46021 -25.64786
H -11.84840 17.08827 -25.39016
H -12.95442 16.17746 -24.45010
H -10.97044 17.96641 -20.07199
H -9.41709 17.32068 -20.49311
H -10.86413 16.31021 -20.41220
H -13.50937 16.81385 -21.24719
C -9.98290 33.05186 -23.22425
C -8.51800 32.55535 -23.09902
C -8.50196 31.23309 -22.30509
C -9.14475 30.03489 -23.00729
C -8.43235 29.88946 -24.35253
C -8.40274 31.16197 -25.20518
N -7.88620 32.28231 -24.38346
O -7.71676 33.45341 -25.14840
C -7.40971 30.96885 -26.34947
C -9.78771 31.42415 -25.84346
C -7.71566 33.54867 -22.25494
H -10.72638 32.26724 -23.04393
H -10.23559 33.57289 -24.14279
H -10.27253 33.67142 -22.36638
H -7.44651 31.04263 -22.09788
H -8.99103 31.35754 -21.33516
H -10.21557 30.07324 -23.22223
H -8.93727 29.12601 -22.44135
H -8.86133 29.03287 -24.87650
H -7.40190 29.64503 -24.06918
H -7.52994 31.72127 -27.12894
H -6.38326 31.03127 -25.97388
H -7.47798 29.98299 -26.81234
H -10.52646 31.42656 -25.04441
H -9.76615 32.38026 -26.36321
H -10.10672 30.62658 -26.51551
H -8.27259 33.81647 -21.36136
H -7.35581 34.43268 -22.78339
H -6.76686 33.07548 -21.97932
H -6.82090 33.37294 -25.49168
C -13.56510 29.53411 -20.89448
C -14.67045 29.36928 -19.85385
C -15.70952 30.45949 -20.17897
C -17.04233 30.22697 -19.48127
C -17.60918 28.85295 -19.87242
C -16.61676 27.70642 -19.54941
N -15.27493 28.06062 -19.99617
O -14.37603 27.01348 -19.72497
C -16.72165 27.40086 -18.02628
C -17.06908 26.46564 -20.35303
C -14.11862 29.63018 -18.43282
H -13.85080 29.33990 -21.93019
H -12.78024 28.80559 -20.67177
H -13.08787 30.51606 -20.91636
H -15.28171 31.42663 -19.92160
H -15.95798 30.40363 -21.24206
H -17.68032 31.06367 -19.77886
H -17.00767 30.28170 -18.39001
H -17.76830 28.84212 -20.95899
H -18.62686 28.64881 -19.53564
H -16.77218 28.34654 -17.48637
H -17.67187 26.88155 -17.89763
H -15.87491 26.82668 -17.65828
H -16.70118 26.48178 -21.37942
H -16.59862 25.55630 -19.97101
H -18.14822 26.45494 -20.21025
H -13.33848 28.90332 -18.18336
H -14.90108 29.54244 -17.68078
H -13.62625 30.59757 -18.31145
H -14.27841 26.52139 -20.55278



Record 2
249
Properties=species:S:1:pos:R:3 method="wB97M-V/def2-TZVPD" orbital_gap_ev=9.58 relative_energy_kj_mol=0.00 energy_ha=-4626.3012 fmax_ev_per_a=13.05 homo_energy_ev=-21.36 charge=+7
N -3.34893 22.21210 20.54592
S -3.81910 23.40129 19.84821
O -3.70037 23.45995 18.37269
O -3.77100 24.69343 20.57083
F -5.37397 23.08626 20.03270
S -1.69694 22.45410 20.44001
O -0.90785 22.65865 21.67974
O -1.05652 23.05855 19.29906
F -1.30866 20.90626 20.12301
C 6.70869 25.96863 25.81531
C 5.19554 26.08750 26.07502
C 4.23677 25.24269 25.20506
N 2.69948 25.27199 25.61125
C 2.47779 24.45092 26.91069
C 0.99782 24.10292 27.14854
C 0.37637 23.50074 25.95343
C 0.56729 24.39504 24.70342
C 1.97427 24.72180 24.32862
C 2.29805 26.74736 25.78434
H 7.27249 26.69963 26.39485
H 6.90054 26.46707 24.86513
H 7.11472 24.95737 25.83980
H 5.05773 27.16229 25.95699
H 5.03003 25.86053 27.12820
H 4.52093 24.21408 25.42713
H 4.29227 25.50520 24.14860
H 3.03869 23.51954 26.83314
H 2.90881 24.86250 27.82333
H 0.98146 23.49504 28.05315
H 0.53024 25.00866 27.53471
H 0.69826 22.47043 25.80196
H -0.68193 23.31654 26.13829
H 0.26977 23.98144 23.73982
H -0.02387 25.30867 24.76603
H 2.51029 23.79353 24.13088
H 1.95899 25.47885 23.54457
H 2.84982 27.08650 26.66106
H 1.21725 26.79938 25.91574
H 2.61484 27.28833 24.89266
C 0.82273 21.16099 17.22173
C 1.00309 19.89819 16.36238
C 2.44480 19.69415 15.94745
N 2.62866 18.24128 15.33593
C 4.16813 17.91559 15.35688
C 4.98376 18.87113 14.57366
C 4.54428 19.00935 13.16822
C 2.98103 19.10029 12.96366
C 2.08983 18.27192 13.90931
C 1.94488 17.13800 16.19880
H -0.25158 21.34119 17.26051
H 1.41857 21.95973 16.78004
H 1.13030 20.99109 18.25354
H 0.48210 20.08346 15.42304
H 0.43724 19.08190 16.81136
H 3.00321 19.60633 16.87942
H 2.81898 20.46002 15.26807
H 4.44831 17.78549 16.40219
H 4.23491 16.93921 14.87697
H 4.94180 19.82694 15.09594
H 6.02828 18.56313 14.62081
H 5.07973 19.80872 12.65598
H 4.90058 18.10718 12.67099
H 2.65339 20.10797 12.70806
H 2.77734 18.62795 12.00267
H 1.03909 18.56020 13.87875
H 2.10544 17.24634 13.54048
H 0.88029 17.34340 16.08679
H 2.21978 17.44488 17.20794
H 2.28775 16.14644 15.90326
C -8.74351 21.32163 27.90127
C -7.97096 21.45007 26.60338
C -6.55153 21.22951 26.79746
N -5.82099 21.25704 25.51531
C -6.01947 22.67310 24.81502
C -4.97306 22.84523 23.67993
C -3.57681 22.84577 24.18004
C -3.30523 21.49159 24.77978
C -4.31778 21.11762 25.85972
C -6.29185 20.07082 24.57133
H -8.51468 20.32938 28.29010
H -9.77179 21.67706 27.83500
H -8.18610 21.85808 28.66914
H -8.07238 22.46647 26.22295
H -8.39574 20.88990 25.77040
H -6.32964 20.39492 27.46254
H -6.08101 22.05219 27.33589
H -5.79573 23.38484 25.60967
H -7.05853 22.71467 24.48832
H -5.25696 23.79450 23.22562
H -5.19195 22.09902 22.91615
H -3.42751 23.57137 24.97961
H -2.89335 23.13944 23.38334
H -2.25358 21.38877 25.04727
H -3.39685 20.68146 24.05632
H -4.23357 21.85745 26.65575
H -4.08725 20.16312 26.33290
H -7.15881 20.39377 23.99497
H -6.52131 19.20487 25.19228
H -5.39373 19.77519 24.02904
C -2.87801 20.70563 16.22893
C -4.01058 19.88114 16.80942
C -3.61462 19.61306 18.25234
N -4.54259 18.66983 19.07867
C -3.90661 18.78164 20.45368
C -4.76561 18.04042 21.50927
C -6.12306 18.70821 21.53709
C -6.84984 18.66709 20.14141
C -6.03692 19.15646 18.95673
C -4.56304 17.24149 18.61810
H -2.79829 21.66834 16.73383
H -3.04711 20.94505 15.17909
H -1.95181 20.13132 16.24909
H -4.19280 18.97650 16.22932
H -4.89392 20.50472 16.67170
H -3.45333 20.49658 18.86998
H -2.66862 19.07820 18.33658
H -3.86848 19.80098 20.83786
H -2.91961 18.34232 20.30903
H -4.22916 18.03761 22.45812
H -4.84221 16.96607 21.34193
H -6.03480 19.76826 21.77503
H -6.76931 18.21201 22.26113
H -7.78106 19.22713 20.22677
H -7.21429 17.64872 20.00649
H -5.79509 20.21232 19.07829
H -6.40720 18.85245 17.97766
H -3.58951 16.75674 18.69125
H -5.01712 17.20829 17.62774
H -5.29819 16.82981 19.30959
C 7.39667 27.53192 20.84046
C 6.76029 26.15553 20.27049
C 5.99013 25.24140 21.42122
N 5.18070 24.06874 20.82205
C 3.97537 24.60886 19.89998
C 2.85012 23.59443 19.67979
C 2.30848 22.96091 20.94997
C 3.41485 22.31572 21.69321
C 4.54411 23.27539 22.04142
C 6.03223 23.03640 20.10662
H 6.65652 28.32873 20.76715
H 8.05176 28.02263 20.12063
H 7.65428 27.71762 21.88318
H 7.54599 25.58701 19.77294
H 6.12313 26.30420 19.39870
H 5.36350 25.90003 22.02258
H 6.68137 24.72521 22.08743
H 3.62963 25.47963 20.45705
H 4.50224 24.85580 18.97828
H 2.04621 24.13880 19.18432
H 3.12705 23.00067 18.80867
H 1.82204 23.69725 21.58972
H 1.58416 22.16761 20.76518
H 2.88488 21.86208 22.53073
H 3.85087 21.44984 21.19497
H 4.10010 24.06594 22.64640
H 5.27656 22.91070 22.76157
H 5.37511 22.22802 19.78597
H 6.78665 22.76527 20.84516
H 6.42233 23.56436 19.23645
C 0.73813 24.79975 16.79209
C -0.39011 25.46195 16.09726
C -1.14902 24.76941 14.93152
N -2.31256 25.60946 14.30499
C -3.45073 25.83156 15.27047
C -4.21897 24.51771 15.57002
C -4.68113 23.76612 14.30481
C -3.58652 23.60487 13.24028
C -2.98718 24.96014 13.08134
C -1.78814 26.95172 13.92223
H 1.59852 24.45195 16.22037
H 0.27248 24.04358 17.42413
H 1.14136 25.54116 17.48188
H -0.12084 26.47055 15.78372
H -1.07390 25.89914 16.82485
H -1.49476 23.83475 15.37306
H -0.45070 24.61538 14.10889
H -2.95912 26.02927 16.22301
H -4.18459 26.53338 14.87423
H -3.51274 23.83644 16.04459
H -5.05917 24.72352 16.23319
H -5.18500 22.83605 14.56784
H -5.48454 24.31994 13.81909
H -2.83520 22.93951 13.66562
H -3.91115 23.18936 12.28631
H -2.37774 24.92613 12.17827
H -3.76535 25.66987 12.80055
H -0.87512 26.79347 13.34824
H -1.59142 27.51565 14.83403
H -2.64160 27.49265 13.51345
C 2.12622 20.41590 28.85049
C 1.92115 19.16835 27.90927
C 1.18571 19.65602 26.69328
N 0.90909 18.66253 25.53240
C -0.20443 17.64930 26.03518
C -0.95882 16.92419 24.85257
C -1.42193 17.93800 23.68639
C -0.26185 18.72119 23.24559
C 0.58640 19.50310 24.29199
C 2.22652 17.77215 25.36684
H 1.65695 20.25498 29.82105
H 1.79268 21.33105 28.36124
H 3.18692 20.54758 29.06419
H 1.39905 18.40220 28.48244
H 2.91909 18.81456 27.65029
H 1.77920 20.47824 26.29352
H 0.16387 19.95507 26.92677
H -0.99447 18.20945 26.53534
H 0.25050 17.02834 26.80689
H -1.79585 16.29892 25.16323
H -0.38843 16.07387 24.47880
H -2.14673 18.54873 24.22471
H -2.00561 17.49390 22.88004
H -0.54435 19.42234 22.46030
H 0.34554 18.02664 22.66528
H -0.13211 20.19780 24.72698
H 1.48143 20.05937 24.01348
H 2.37611 17.22356 26.29677
H 3.12107 18.30489 25.04424
H 1.89091 17.06367 24.60953
C -6.51317 26.63716 18.98437
C -6.82437 28.12973 19.27874
C -7.59176 28.80267 18.09568
N -7.93455 30.32409 18.30540
C -6.75417 31.19533 17.74771
C -6.56693 31.15934 16.14043
C -7.84957 31.51695 15.43252
C -9.01949 30.60330 15.91817
C -9.20223 30.58537 17.49582
C -8.12109 30.77516 19.76675
H -7.21403 25.96724 19.48248
H -5.52789 26.44242 19.40792
H -6.27202 26.39488 17.94936
H -5.89611 28.68176 19.42600
H -7.44396 28.21371 20.17157
H -8.52986 28.30356 17.85283
H -7.00538 28.76254 17.17772
H -5.86151 30.86359 18.27800
H -6.83977 32.25099 18.00531
H -6.25155 30.15368 15.86242
H -5.73581 31.81844 15.88958
H -7.55760 31.47166 14.38333
H -8.06431 32.58036 15.53815
H -9.21404 29.61176 15.50938
H -9.95626 31.02112 15.54941
H -9.93448 29.82438 17.76565
H -9.48019 31.56675 17.88019
H -8.12578 31.86431 19.72386
H -7.27769 30.41843 20.35795
H -8.97584 30.33341 20.27895